(1)
The following is a DFT calculation (wB97M-V/def2-TZVPD) of C40H54N4O4PS4SiTl as an isolated structure.

Atoms and positions in Å:
Tl: 1.75433 -1.16069 -0.77432
S: 3.59033 -2.94502 0.87189
S: -0.12275 1.64812 -0.46266
S: 0.71742 -0.78344 2.82827
S: 3.93969 0.36574 0.50563
P: -0.17430 -4.00671 -0.10139
Si: 0.15411 3.32601 -1.59507
O: 0.23656 -1.22671 1.46308
O: -1.24324 4.04153 -2.19832
O: 1.03434 3.26022 -2.99753
O: 0.90412 4.49568 -0.68895
N: 3.54665 1.43176 6.51499
N: 3.28345 -2.62203 6.97035
N: -1.79041 -1.19902 -0.92729
N: -1.18290 -1.83258 -1.93064
C: -2.51423 4.21303 -1.59749
C: 3.63855 -2.35944 3.50246
C: 1.97481 1.21387 -3.80394
C: 1.43930 3.14346 -5.31247
C: -0.55330 -1.45427 3.97688
C: 1.39083 -5.68411 3.31091
C: 1.06547 -7.02784 3.21453
C: -4.56252 -5.36810 -0.77991
C: -0.40569 1.78020 -4.30359
C: -2.76785 -4.67608 0.66320
C: 3.20259 4.82161 -1.38770
C: -0.07033 -6.59664 1.13787
C: 3.41830 -2.14341 5.92996
C: 3.81619 -0.41772 2.04433
C: 3.59179 0.71217 5.61560
C: 3.56893 -1.55612 4.63596
C: -2.04426 -1.78737 -2.93834
C: -3.22167 5.29837 -2.40663
C: -3.22020 -1.10568 -2.57541
C: 2.06752 6.28906 0.28106
C: 0.99779 2.34873 -4.08469
C: -1.87591 -4.64376 -0.41337
C: -3.69279 -5.32997 -1.85837
C: -2.38239 4.65492 -0.13827
C: -4.09235 -5.04065 0.48696
C: 0.99316 -4.79811 2.31549
C: -3.30142 2.90539 -1.67605
C: 3.70801 -1.84336 2.20248
C: 1.87572 5.47673 -0.99722
C: -2.36209 -4.97109 -1.67609
C: 0.75623 -4.78514 -1.49017
C: 3.64923 -0.15850 4.48261
C: -1.23728 0.86551 3.68120
C: 0.14641 0.93186 3.05110
C: 3.80963 0.37159 3.20514
C: -1.16943 -0.26552 4.70449
C: -3.00305 -0.73848 -1.26479
C: 1.38191 6.38554 -2.12593
C: 0.32694 -7.48333 2.12719
C: 0.26699 -5.24388 1.21416
H: 3.07438 4.25724 -2.30980
H: 0.87037 1.41936 3.70840
H: -3.26882 4.99914 -3.45594
H: 0.44754 6.87205 -1.83490
H: -1.12917 2.59423 -4.37222
H: 0.72255 3.94541 -5.50519
H: -2.73698 2.13271 -1.15445
H: 3.97739 5.58015 -1.52793
H: 1.19290 5.78585 -3.01728
H: 2.41490 3.59558 -5.12084
H: -1.92029 3.85453 0.44363
H: -3.61281 -0.18387 -0.57162
H: 2.12794 7.15106 -2.35616
H: 1.97621 0.48542 -4.61899
H: -0.65542 -6.95833 0.29892
H: -4.09834 -0.92812 -3.17300
H: -2.40363 -4.41770 1.65233
H: 1.66920 0.71614 -2.88473
H: 0.49543 -5.83479 -1.63680
H: -4.23565 5.46061 -2.03237
H: 3.58870 -3.43490 3.62062
H: -4.28896 3.01730 -1.21710
H: -1.79077 -2.23337 -3.88822
H: 2.39587 5.62626 1.08291
H: 3.90455 1.44311 3.08531
H: -2.65923 6.23294 -2.34331
H: -1.26470 -1.02485 -0.07254
H: -1.50944 1.81304 4.14939
H: -1.25911 -1.98222 3.33467
H: -5.60188 -5.63710 -0.92685
H: 1.38251 -7.71978 3.98610
H: 3.51331 4.12336 -0.60750
H: -2.15156 -0.50677 5.11757
H: 1.50799 2.49999 -6.19268
H: -0.06287 -2.16367 4.64373
H: 0.06413 -8.53271 2.05135
H: -4.05190 -5.57808 -2.85085
H: -3.36368 4.89029 0.28278
H: 1.11999 6.74514 0.57687
H: -4.76374 -5.06979 1.33763
H: -1.69437 -4.94774 -2.52846
H: -3.41832 2.59712 -2.71811
H: -1.73593 5.53292 -0.07383
H: 2.98540 1.60083 -3.65578
H: -0.51831 0.02398 5.53395
H: 1.81511 -4.70043 -1.23927
H: 2.81444 7.07289 0.13287
H: 0.17656 1.37824 2.05400
H: 1.26388 -3.75061 2.37259
H: 1.96589 -5.32245 4.15533
H: -0.68479 1.14761 -3.45641
H: -0.43590 1.18286 -5.21839
H: 0.57045 -4.21233 -2.40077
H: -1.97798 0.63594 2.91013

Values from the calculation:
* HOMO energy: -1.473 eV
* HOMO-LUMO gap: 0.198 Eh
* energy relative to the best compared isomer or geometry (same formula, charge and spin): 0.2817 eV
* net charge: -2
* max |F|: 0.75 eV/A

Löwdin population analysis, charges in e, atoms 1 to 5:
1 Tl 0.48
2 S 0.42
3 S 0.32
4 S 0.95
5 S 0.41

---

(2)
The following is a DFT calculation (wB97M-V/def2-TZVPD) of C40H55BrEuFN4O8PS2 as an isolated structure.

Atoms and positions in Å:
Eu: 1.06397 0.06060 -0.45918
Br: 0.42765 1.92344 -4.07070
S: -1.21296 -1.81501 -2.03162
S: 2.68905 4.32102 1.42624
P: 3.85148 -1.44035 -1.09575
F: -0.02313 4.72511 4.67877
O: 5.42745 -1.24604 -1.49148
O: 0.22914 0.72927 1.56610
O: -0.81713 -3.19149 1.78719
O: 2.87684 -1.07885 -2.16893
O: 3.47778 -0.60394 0.14628
O: -0.84794 1.29389 -1.22279
O: 0.65434 -1.79253 0.83965
O: 3.91605 -2.98397 -0.75776
N: -1.31027 -4.41314 -2.76152
N: -1.21354 -4.15832 -0.58325
N: -0.71108 -0.76581 5.23338
N: 2.36710 2.32773 -0.53092
C: 6.11991 -0.00798 -1.54429
C: -5.61565 4.02582 -4.31319
C: -0.05853 2.53074 3.66236
C: 6.99113 -0.18071 -2.79133
C: -1.94729 3.41262 -3.94900
C: -0.36072 -1.13715 2.86141
C: -0.90937 1.50714 6.15087
C: -3.13617 2.00452 0.95370
C: 4.81065 -4.02127 -1.36064
C: -1.73315 -5.69820 -2.29438
C: 5.12911 1.14886 -1.67146
C: -0.64820 -1.59332 4.10954
C: -0.26153 3.38879 4.75465
C: -0.19371 -2.09036 1.76064
C: -0.81125 2.91696 5.94836
C: 6.89144 -0.05016 -0.27474
C: -0.97055 -1.35547 6.58095
C: -3.70726 0.20980 -0.62505
C: -1.29368 0.99478 7.48289
C: 2.51986 3.24836 0.23114
C: -3.76001 1.76782 -0.40298
C: -2.91277 2.50234 -1.47348
C: -4.18455 6.06938 -3.92801
C: -1.61046 2.08653 -1.91869
C: -0.71855 0.58873 5.08547
C: 6.16594 -3.98766 -0.73055
C: -1.19528 -3.51467 -1.76929
C: -3.72906 4.58283 -5.91915
C: -3.56351 3.44493 -2.23496
C: -1.85845 -0.41936 7.38978
C: -4.19037 4.63533 -4.41443
C: -0.08642 0.25864 2.70912
C: -0.39727 1.13066 3.81532
C: -1.59390 -2.81892 6.49746
C: -5.25496 2.07965 -0.46118
C: 4.05354 -5.26415 -0.91314
C: -1.57547 -5.60702 -0.76239
C: 4.77253 -3.90173 -2.87234
C: -3.24438 3.80498 -3.57234
C: -1.17670 2.52016 -3.19908
H: 3.09339 -5.29888 -1.39954
H: 3.91900 -5.31398 0.20002
H: 5.41448 -3.09584 -3.22754
H: 0.05270 -1.51883 7.08171
H: -2.74693 -6.00247 -2.63400
H: -4.49147 5.01660 -6.53353
H: -2.50048 -5.81958 -0.26382
H: -2.03853 -3.15620 7.43993
H: -6.23882 4.43642 -5.11038
H: -5.79010 1.28096 0.03953
H: -3.37379 2.98528 1.26094
H: -6.13279 4.32558 -3.40384
H: -0.74244 -3.54149 6.21781
H: -2.81343 5.13740 -6.09637
H: -1.00941 -3.71802 0.35011
H: 6.69036 -4.90754 -0.99639
H: -3.12606 6.43899 -3.93214
H: -5.60969 3.00366 0.02377
H: -1.94444 -0.80514 8.43309
H: -1.10014 -6.51962 -2.66768
H: -2.65472 -0.12981 -0.79922
H: -3.60228 3.53997 -6.15615
H: -4.35030 -0.00825 -1.49264
H: 5.53175 2.16934 -1.84397
H: 7.62564 -1.09276 -2.64109
H: -2.10297 1.62799 7.88339
H: 4.51592 1.18737 -0.77977
H: -4.67288 6.13614 -2.92661
H: -0.48745 1.06004 8.25500
H: -2.35102 -2.82261 5.70068
H: 7.48703 -0.98653 -0.26642
H: -0.82177 -6.32535 -0.38069
H: 4.61558 -6.15799 -1.15695
H: 6.16459 -0.05815 0.56202
H: 4.46305 0.89780 -2.50475
H: 6.11216 -3.87949 0.33320
H: -4.46113 3.85884 -1.77802
H: -3.63170 1.31481 1.62257
H: 3.74788 -3.76808 -3.24958
H: -1.49843 3.78497 -4.86343
H: 5.08692 -4.86192 -3.26823
H: 6.33522 -0.28709 -3.64284
H: -2.04545 1.82312 0.90816
H: 7.56135 0.83212 -0.13423
H: -1.03503 3.60153 6.78569
H: -4.74849 6.69789 -4.65518
H: 7.59271 0.69269 -2.86187
H: 0.35317 2.85615 2.68060
H: -2.86512 -0.46325 6.98489
H: -5.68659 2.87971 -4.35486
H: -4.10860 -0.30801 0.25762
H: 6.78763 -3.16393 -1.14328
H: -5.59552 2.06586 -1.50488
H: -1.48098 -4.10924 -3.69826
H: -0.89139 -2.63504 4.24613

Values from the calculation:
* <S²>: 12.009
* HOMO energy (alpha / beta): -4.383 / -4.394 eV
* HOMO-LUMO gap (alpha / beta): 0.209 / 0.209 Eh
* energy relative to the best compared isomer or geometry (same formula, charge and spin): 0.4762 eV
* multiplicity: 7
* net charge: -1
* max |F|: 3.84 eV/A

Löwdin population analysis, charges in e, atoms 1 to 5:
1 Eu 1.99
2 Br 0.70
3 S 0.60
4 S 0.45
5 P 0.25

---

- What is the net charge in the first record?
  -2

---

- Among the records above, which one has the highest energy relative to the best compared isomer or geometry (same formula, charge and spin)?
  C40H55BrEuFN4O8PS2